Computed, not measured: a structure of composition C17H54Ag4N16O11, with the ωB97M-V functional and the def2-TZVPD basis.

The geometry in XYZ format:
```
102
Properties=species:S:1:pos:R:3:forces:R:3:lowdin_charge:R:1
Ag 7.832160 -19.833820 24.040590 -0.015 -0.061 -0.530 0.83
Ag 5.253310 -23.094460 23.026740 0.507 0.096 -1.025 0.58
Ag 2.722200 -20.337640 20.971090 0.527 -0.426 -0.150 0.66
Ag 1.627060 -24.490500 20.194540 0.234 0.056 -0.105 0.87
O 7.863640 -22.273820 21.062670 -1.630 1.234 -1.832 -0.31
C 7.609670 -21.969870 19.690350 1.337 -1.465 1.367 -0.35
C 6.170080 -21.654760 19.097600 -2.480 -0.891 2.240 -0.36
O 5.138710 -22.560240 19.417200 0.611 0.913 -0.107 -0.32
H 7.874980 -22.860240 19.120320 -0.125 -0.679 -0.047 0.09
H 8.290380 -21.221860 19.283900 -0.085 0.680 0.309 0.09
H 6.151770 -21.603620 18.008950 0.983 -0.171 -0.285 0.11
H 5.897230 -20.681770 19.506180 -0.003 0.638 0.011 0.06
C 7.398690 -25.529240 27.382650 -1.198 1.682 0.989 -0.02
C 6.743350 -24.089300 27.449190 -0.907 -2.288 -0.157 -0.48
C 6.479180 -23.683280 28.841450 -0.635 -0.210 2.991 -0.22
O 5.396440 -24.491690 29.353180 0.044 -0.466 -0.315 -0.22
C 4.725190 -24.041480 30.557830 0.690 0.202 -1.627 -0.06
N 7.597050 -23.192030 26.747620 0.554 1.011 -0.901 0.03
H 8.199830 -25.474770 28.119760 0.285 -0.466 -0.181 0.08
H 7.781790 -25.667350 26.371580 -0.127 -0.508 0.126 0.07
H 6.638590 -26.235990 27.715590 0.369 -0.369 -0.283 0.08
H 5.717530 -24.175880 27.091010 0.051 0.268 -1.071 0.13
H 6.228740 -22.654420 29.099940 -0.043 0.496 -0.946 0.12
H 7.384590 -23.864770 29.420580 0.300 -0.211 0.432 0.12
H 5.499010 -23.886540 31.309680 -0.498 0.103 0.407 0.09
H 3.943210 -24.754250 30.819700 0.576 -0.367 0.110 0.09
H 4.164850 -23.148650 30.280390 0.256 0.527 0.410 0.08
H 8.437510 -23.128930 27.304160 0.308 0.529 0.430 0.08
H 7.963420 -23.752760 25.991680 -0.009 0.187 -0.625 0.05
C 13.633280 -22.048360 17.873590 0.832 0.605 0.289 -0.06
C 13.957670 -20.523240 17.864130 1.019 0.784 0.832 -0.42
C 15.104890 -20.066010 16.933050 -0.573 -0.844 -0.903 -0.21
O 15.494150 -18.694940 17.027590 -0.164 -0.313 1.096 -0.19
C 16.583800 -18.276960 16.187700 -1.036 -0.666 -0.293 -0.09
N 12.739120 -19.729490 17.664040 -0.467 -0.738 -0.022 0.04
H 14.412500 -22.556470 18.441690 0.313 0.003 -0.195 0.07
H 13.538890 -22.583060 16.928450 -0.323 0.374 -0.128 0.08
H 12.773570 -22.172620 18.532040 -0.394 -0.083 -0.356 0.06
H 14.396500 -20.392110 18.853240 -0.294 0.353 0.531 0.12
H 14.697970 -20.336510 15.958710 0.213 0.532 -0.745 0.12
H 15.925310 -20.767920 17.082500 0.482 0.189 0.253 0.12
H 16.806700 -17.215210 16.293090 -0.547 -0.018 0.362 0.08
H 16.197780 -18.454950 15.184010 0.696 0.036 -0.423 0.09
H 17.523630 -18.792460 16.385390 -0.116 -0.424 -0.004 0.08
H 12.661720 -18.877890 18.201530 0.740 0.238 -0.058 0.06
H 11.999630 -20.300830 18.047220 -0.407 -0.026 -0.193 0.04
C 0.205610 -21.825280 16.439540 -1.730 -1.017 0.773 -0.80
O -0.067130 -21.773990 17.634460 -0.195 0.634 1.147 -0.02
N 1.357330 -22.148590 15.991230 5.909 -0.845 -0.796 0.17
N -0.667190 -21.799250 15.455950 -3.177 0.935 -0.309 0.17
H 2.129610 -22.163240 16.641980 -0.064 -0.051 -0.362 0.11
H 1.561010 -22.251110 15.007310 0.105 0.028 0.318 0.13
H -0.454870 -21.915100 14.475340 -0.296 0.142 0.404 0.13
H -1.591420 -21.633640 15.828050 -0.253 -0.031 -0.957 0.13
C 5.258680 -25.428640 13.684220 -4.334 2.631 -3.267 -0.76
O 4.221360 -24.796820 13.341490 1.503 -1.444 0.358 -0.02
N 5.785790 -25.307470 14.837870 2.053 0.787 5.479 0.15
N 6.007680 -26.213490 12.943130 1.069 -2.138 -2.725 0.16
H 6.560900 -25.921840 15.042470 -0.233 0.487 0.632 0.11
H 5.493010 -24.575570 15.469300 0.129 -0.371 -0.152 0.12
H 6.985990 -26.299840 13.178860 -0.328 -0.217 -0.413 0.11
H 5.686610 -26.569810 12.054290 0.128 0.323 0.163 0.13
C 4.867380 -27.676940 21.681030 -0.397 5.941 0.094 -0.86
O 4.406920 -26.785680 22.363980 -1.453 2.251 1.759 -0.03
N 4.915880 -28.871520 21.985640 0.245 -7.045 1.182 0.21
N 5.392920 -27.394460 20.517480 1.559 1.104 -4.215 0.16
H 5.129460 -29.382130 21.140790 -0.121 -1.537 1.130 0.14
H 4.577300 -29.212940 22.873840 0.092 -0.266 -0.482 0.15
H 5.376810 -26.449460 20.161380 0.076 -0.251 0.380 0.11
H 6.004190 -28.035270 20.031880 -0.006 0.211 0.080 0.12
C 12.979660 -22.675170 23.072380 4.436 2.457 1.060 -0.72
O 14.151610 -22.423960 23.465460 -2.604 -1.090 -0.633 0.00
N 12.168480 -21.716610 22.630710 -1.487 1.531 -0.598 0.14
N 12.391750 -23.841790 22.990340 -0.422 -3.476 0.288 0.16
H 12.412640 -20.742000 22.733860 -0.138 -0.381 -0.142 0.11
H 11.255350 -22.059420 22.368470 -0.026 1.112 -0.131 0.08
H 11.480260 -23.948620 22.568590 0.413 -0.260 0.171 0.10
H 12.941250 -24.657660 23.219470 -0.273 0.076 -0.110 0.13
C 9.195270 -20.096830 13.596880 2.743 -5.781 -1.492 -0.88
O 10.156800 -20.574340 13.022340 1.640 0.447 -0.357 0.05
N 8.429230 -20.875700 14.267760 -2.752 -5.367 3.287 0.15
N 8.758800 -18.951480 13.563550 -1.386 10.189 -1.439 0.18
H 8.798580 -21.815740 14.268350 -0.607 -0.068 0.192 0.12
H 7.545250 -20.684920 14.717520 0.469 0.172 -0.167 0.11
H 7.783550 -18.695450 13.622150 0.436 -0.112 0.101 0.13
H 9.395690 -18.336760 13.077150 -0.547 0.506 -0.141 0.14
C 7.927910 -16.323030 20.938950 -0.400 -1.892 3.288 -0.76
O 7.467770 -16.869150 21.981460 0.551 0.524 -1.085 -0.06
N 7.326410 -16.284310 19.801340 -2.644 -0.264 -2.581 0.17
N 9.117530 -15.803180 20.841470 4.419 1.485 2.155 0.17
H 7.750410 -15.650050 19.139490 -1.066 -0.294 -0.446 0.13
H 6.364590 -16.588110 19.853300 0.099 0.433 -0.817 0.12
H 9.617270 -15.375980 20.074750 -0.765 -0.247 -0.246 0.13
H 9.650770 -15.738710 21.696820 -0.146 -0.087 -0.048 0.12
C 10.681080 -27.455410 19.880960 -1.766 -6.026 1.136 -0.80
O 9.795560 -28.179430 20.348230 -0.219 0.135 -0.386 0.00
N 11.780090 -27.921360 19.330580 2.970 -1.285 -1.506 0.17
N 10.657100 -26.200360 19.929450 -0.596 8.046 0.229 0.17
H 11.974340 -28.901510 19.183400 -0.324 0.269 0.339 0.13
H 12.499790 -27.266080 19.060870 -0.047 -0.465 -0.101 0.11
H 9.794890 -25.687780 20.047610 0.099 -0.442 0.281 0.12
H 11.401670 -25.641930 19.537190 -0.193 -0.146 -0.001 0.12
```
Forces are in eV/Å.

Its multiplicity is 1. As for the molar mass: 1090.2 g mol⁻¹. The value obtained for the LUMO energy is -8.45 eV. The calculation puts the HOMO energy at -11.758 eV. Its charge is +2. Its max |F| is 10.383 eV/A.